Density functional theory data (ωB97M-V/def2-TZVPD) for an isolated molecule of C5H7N at a distorted geometry.

Last column: natural (NBO) charge in e.
CARTESIAN COORDINATES (ANGSTROEM)
N (1.92, -0.74, 1.61)  -0.296
C (1.19, -0.39, 0.72)  0.249
C (1.02, 0.26, -0.65)  -0.517
C (-0.31, 0.95, -0.57)  -0.153
C (-0.27, -1.03, 1.56)  -0.359
C (-1.34, 0.66, -1.35)  -0.380
H (1.00, -0.55, -1.40)  0.241
H (1.81, 0.96, -0.96)  0.250
H (-0.40, 1.66, 0.25)  0.207
H (-0.60, -0.70, 2.57)  0.187
H (-0.47, -2.12, 1.57)  0.177
H (-1.25, -0.09, -2.13)  0.192
H (-2.30, 1.14, -1.21)  0.205

Values from the calculation:
HOMO energy (alpha / beta) ... -0.322 / -0.322 Ha
Orbital gap (alpha / beta) ... 8.8 / 8.8 eV
E ... -249.29181 a.u.
Relative energy (zero: lowest compared OMol25 entry of this formula, charge and spin) ... 113.85 kcal per mole


Density functional theory data (ωB97M-V/def2-TZVPD) for an isolated molecule of C5H7N at a distorted geometry.

Last column: natural (NBO) charge in e.
CARTESIAN COORDINATES (ANGSTROEM)
C (-2.77, -0.14, 0.39)  -0.188
C (-1.69, -0.45, 0.00)  -0.041
C (-0.38, -0.85, -0.51)  -0.290
N (0.67, 0.04, 0.08)  -0.242
C (0.78, 1.21, -0.50)  -0.336
C (1.72, -0.20, 0.86)  -0.358
H (-3.74, 0.12, 0.75)  0.238
H (-0.07, -1.87, -0.34)  0.240
H (-0.29, -0.66, -1.59)  0.244
H (1.17, 2.03, 0.06)  0.194
H (0.25, 1.40, -1.38)  0.166
H (1.72, -0.97, 1.57)  0.176
H (2.64, 0.33, 0.63)  0.196

Values from the calculation:
HOMO energy (alpha / beta) ... -0.247 / -0.247 Ha
Orbital gap (alpha / beta) ... 7.5 / 7.5 eV
E ... -249.27826 a.u.
Relative energy (zero: lowest compared OMol25 entry of this formula, charge and spin) ... 122.35 kcal per mole


Density functional theory data (ωB97M-V/def2-TZVPD) for an isolated molecule of C5H7N at a distorted geometry.

Last column: natural (NBO) charge in e.
CARTESIAN COORDINATES (ANGSTROEM)
C (-1.36, -0.68, 0.37)  -0.588
C (-0.18, 0.16, -0.11)  -0.174
C (-0.54, 1.42, -0.75)  0.289
N (-0.74, 2.52, -1.04)  -0.338
C (1.19, 0.45, 0.53)  -0.372
C (1.06, -0.61, -0.51)  -0.389
H (-1.06, -1.43, 1.11)  0.218
H (-2.18, -0.09, 0.78)  0.226
H (-1.76, -1.23, -0.50)  0.221
H (1.41, 0.25, 1.57)  0.224
H (1.61, 1.38, 0.16)  0.234
H (1.04, -1.62, -0.10)  0.220
H (1.52, -0.53, -1.49)  0.229

Values from the calculation:
HOMO energy ... -0.379 Ha
Orbital gap ... 11.2 eV
E ... -249.42261 a.u.
Structure (SMILES) ... CC1(C#N)CC1
Relative energy (zero: lowest compared OMol25 entry of this formula, charge and spin) ... 31.77 kcal per mole


Density functional theory data (ωB97M-V/def2-TZVPD) for an isolated molecule of C5H7N.

Last column: natural (NBO) charge in e.
CARTESIAN COORDINATES (ANGSTROEM)
C (1.89, 0.06, 0.14)  -0.641
C (0.40, 0.08, 0.03)  0.026
C (-0.40, -0.97, -0.22)  -0.173
N (-1.77, -0.47, -0.20)  -0.604
C (-1.77, 1.10, 0.00)  -0.125
C (-0.43, 1.28, 0.17)  -0.445
H (2.23, 0.76, 0.90)  0.225
H (2.28, -0.94, 0.38)  0.220
H (2.34, 0.38, -0.81)  0.231
H (-0.19, -2.02, -0.40)  0.214
H (-2.34, -0.72, -1.01)  0.425
H (-2.27, -0.79, 0.63)  0.429
H (0.01, 2.25, 0.40)  0.218

Values from the calculation:
HOMO energy ... -0.299 Ha
Orbital gap ... 8.9 eV
E ... -249.35201 a.u.
Relative energy (zero: lowest compared OMol25 entry of this formula, charge and spin) ... 76.07 kcal per mole


Density functional theory data (ωB97M-V/def2-TZVPD) for an isolated molecule of C5H7N.

Last column: natural (NBO) charge in e.
CARTESIAN COORDINATES (ANGSTROEM)
C (1.13, 0.00, 0.05)  -0.272
C (0.60, -1.01, 1.02)  -0.205
C (-0.73, -0.93, 1.13)  -0.193
C (-1.29, 0.14, 0.24)  -0.255
N (-0.10, 0.62, -0.50)  -0.385
C (-0.19, 1.32, -1.58)  -0.088
H (1.73, -0.46, -0.75)  0.213
H (1.76, 0.78, 0.52)  0.209
H (1.24, -1.73, 1.53)  0.221
H (-1.35, -1.58, 1.75)  0.222
H (-2.06, -0.25, -0.44)  0.224
H (-1.74, 0.97, 0.80)  0.213
H (0.84, 1.53, -1.93)  0.095

Values from the calculation:
HOMO energy ... -0.294 Ha
Orbital gap ... 8.9 eV
E ... -249.36690 a.u.
Relative energy (zero: lowest compared OMol25 entry of this formula, charge and spin) ... 66.73 kcal per mole


Density functional theory data (ωB97M-V/def2-TZVPD) for an isolated molecule of C5H7N at a distorted geometry.

Last column: natural (NBO) charge in e.
CARTESIAN COORDINATES (ANGSTROEM)
C (-3.55, 0.14, 0.13)  -0.722
C (-2.28, -0.08, -0.11)  0.484
N (-1.11, -0.16, -0.40)  -0.452
C (0.27, -0.31, -0.03)  -0.029
C (1.35, 0.17, -0.62)  -0.223
C (2.67, -0.07, 0.17)  -0.632
H (-4.23, -0.57, 0.60)  0.250
H (-3.83, 1.17, -0.19)  0.250
H (0.34, -1.06, 0.89)  0.200
H (1.46, 0.93, -1.42)  0.221
H (2.56, -1.00, 0.80)  0.221
H (2.83, 0.82, 0.81)  0.216
H (3.53, 0.02, -0.65)  0.216

Values from the calculation:
HOMO energy ... -0.290 Ha
Orbital gap ... 8.8 eV
E ... -249.35967 a.u.
Structure (SMILES) ... C=C=N/C=C/C
Relative energy (zero: lowest compared OMol25 entry of this formula, charge and spin) ... 71.26 kcal per mole


Density functional theory data (ωB97M-V/def2-TZVPD) for a structure of composition C5H7N.

Last column: natural (NBO) charge in e.
CARTESIAN COORDINATES (ANGSTROEM)
C (0.18, -0.19, 1.31)  -0.416
C (-1.09, 0.16, 0.53)  -0.233
C (1.53, 0.30, -0.70)  0.132
C (0.25, 0.55, -1.44)  -0.420
N (-0.58, -0.45, -0.73)  -0.419
C (0.73, -0.78, -0.03)  -0.221
H (0.76, 0.62, 1.75)  0.225
H (0.05, -0.97, 2.06)  0.230
H (-2.00, -0.34, 0.88)  0.204
H (-1.31, 1.23, 0.43)  0.188
H (0.53, 0.12, -2.43)  0.275
H (-0.16, 1.55, -1.63)  0.226
H (1.11, -1.80, 0.00)  0.229

Values from the calculation:
HOMO energy ... -0.305 Ha
Orbital gap ... 8.2 eV
E ... -249.26687 a.u.
Relative energy (zero: lowest compared OMol25 entry of this formula, charge and spin) ... 129.50 kcal per mole


Density functional theory data (ωB97M-V/def2-TZVPD) for an isolated molecule of C5H7N.

Last column: natural (NBO) charge in e.
CARTESIAN COORDINATES (ANGSTROEM)
C (-1.72, -0.39, -0.51)  -0.416
N (-0.70, -0.35, 0.52)  -0.325
C (-0.24, 0.67, 1.48)  -0.274
C (0.57, -0.03, 0.47)  0.411
C (1.72, -0.03, -0.27)  -0.514
C (1.89, -0.94, -1.33)  -0.246
H (-1.31, -0.94, -1.35)  0.245
H (-2.00, 0.63, -0.83)  0.200
H (-2.60, -0.89, -0.11)  0.212
H (-0.47, 1.72, 1.30)  0.196
H (-0.25, 0.35, 2.52)  0.209
H (2.32, 0.82, 0.04)  0.192
H (2.79, -0.63, -1.91)  0.111

Values from the calculation:
HOMO energy ... -0.282 Ha
Orbital gap ... 7.7 eV
E ... -249.26800 a.u.
Relative energy (zero: lowest compared OMol25 entry of this formula, charge and spin) ... 128.79 kcal per mole